This record from the OMol25 dataset describes a cluster of 9 separate species, C43H72FN2O18 in total at a distorted geometry. The level of theory is ωB97M-V with the def2-TZVPD basis set.

Last column: Mulliken charge in e.
Atoms and positions in Å:
O  3.762  0.628  1.885  -0.398
C  3.919  1.809  1.826  0.239
O  2.832  2.692  1.370  -0.320
C  2.257  3.277  2.426  0.393
C  2.559  4.593  2.800  -0.143
C  1.919  5.123  3.896  -0.423
C  0.995  4.291  4.566  -0.354
N  0.727  3.066  4.215  -0.949
N  1.350  2.652  3.177  1.111
F  1.039  1.400  2.793  -0.036
C  5.225  2.427  2.186  0.611
C  5.531  3.650  1.583  -0.333
C  6.741  4.243  1.853  -0.955
C  7.615  3.604  2.722  -0.332
C  7.291  2.418  3.342  -0.861
C  6.077  1.813  3.069  0.033
H  3.262  5.189  2.229  0.478
H  2.114  6.136  4.229  0.441
H  0.488  4.712  5.432  0.433
H  4.817  4.116  0.907  0.740
H  6.997  5.177  1.360  0.421
H  8.572  4.097  2.885  0.395
H  8.008  1.973  4.025  0.434
H  5.830  0.872  3.544  0.268
O  -2.051  0.720  -2.575  -0.542
C  -1.063  0.229  -2.101  0.717
O  -1.016  0.004  -0.771  -0.497
C  0.027  -0.739  -0.135  -0.802
C  1.210  0.145  0.200  -0.372
C  0.160  -0.062  -2.930  -0.841
H  0.311  -1.606  -0.733  0.426
H  -0.407  -1.127  0.787  0.311
H  1.657  0.558  -0.707  0.290
H  1.972  -0.418  0.733  0.274
H  0.913  0.985  0.807  0.220
H  0.766  0.841  -3.005  0.308
H  -0.165  -0.356  -3.926  0.368
H  0.766  -0.876  -2.550  0.193
O  -5.276  -3.045  -6.568  -0.561
C  -5.261  -2.790  -5.397  0.740
O  -5.500  -1.529  -4.990  -0.381
C  -5.690  -1.158  -3.622  -0.618
C  -4.365  -0.894  -2.936  -0.769
C  -4.890  -3.835  -4.370  -0.865
H  -6.295  -1.899  -3.097  0.419
H  -6.277  -0.240  -3.643  0.230
H  -3.744  -1.791  -2.908  0.294
H  -4.522  -0.551  -1.912  0.359
H  -3.806  -0.138  -3.475  0.338
H  -3.805  -3.874  -4.279  0.191
H  -5.254  -4.799  -4.719  0.317
H  -5.333  -3.669  -3.390  0.318
O  2.440  -1.804  -3.645  -0.622
C  2.316  -2.052  -4.819  1.110
O  1.732  -3.201  -5.181  -0.299
C  1.356  -3.528  -6.529  -0.474
C  2.513  -4.138  -7.292  -0.970
C  2.885  -1.146  -5.880  -1.394
H  0.931  -2.661  -7.036  0.382
H  0.553  -4.259  -6.441  0.341
H  3.344  -3.439  -7.389  0.267
H  2.196  -4.438  -8.290  0.404
H  2.894  -5.015  -6.766  0.231
H  3.934  -1.395  -6.035  0.313
H  2.812  -0.119  -5.528  0.335
H  2.355  -1.190  -6.828  0.430
O  4.653  0.791  5.406  -0.569
C  3.930  -0.135  5.699  0.541
O  3.474  -0.242  6.946  -0.382
C  2.468  -1.191  7.348  -0.302
C  3.076  -2.532  7.691  -0.962
C  3.610  -1.226  4.709  -0.033
H  1.684  -1.272  6.594  0.286
H  2.002  -0.765  8.236  0.320
H  3.563  -2.985  6.827  0.221
H  2.309  -3.217  8.052  0.348
H  3.837  -2.416  8.464  0.358
H  4.408  -1.967  4.725  0.277
H  3.555  -0.783  3.716  -0.174
H  2.654  -1.714  4.885  0.120
O  -7.104  5.012  -0.795  -0.535
C  -6.226  4.400  -1.338  0.640
O  -4.959  4.841  -1.232  -0.390
C  -3.818  4.097  -1.666  -0.344
C  -3.541  4.331  -3.137  -1.026
C  -6.517  3.202  -2.209  -0.735
H  -3.923  3.039  -1.423  0.383
H  -2.978  4.467  -1.078  0.267
H  -4.366  3.985  -3.760  0.264
H  -2.634  3.808  -3.444  0.312
H  -3.418  5.396  -3.334  0.363
H  -6.769  3.544  -3.212  0.303
H  -7.372  2.675  -1.788  0.367
H  -5.701  2.484  -2.261  0.072
O  5.644  -7.723  -4.315  -0.561
C  4.722  -7.259  -3.707  0.692
O  4.497  -5.929  -3.761  -0.388
C  3.326  -5.297  -3.237  0.063
C  3.479  -4.985  -1.762  -0.632
C  3.860  -8.114  -2.809  -0.865
H  2.433  -5.889  -3.448  0.324
H  3.217  -4.370  -3.788  -0.283
H  3.603  -5.894  -1.170  0.293
H  2.605  -4.447  -1.393  0.113
H  4.366  -4.373  -1.597  0.302
H  4.337  -8.200  -1.833  0.242
H  3.781  -9.103  -3.254  0.322
H  2.844  -7.744  -2.688  0.300
O  -7.475  8.721  5.479  -0.563
C  -7.662  8.493  4.316  0.718
O  -8.264  7.348  3.954  -0.369
C  -8.700  7.065  2.617  -0.612
C  -7.583  6.481  1.781  -0.659
C  -7.153  9.426  3.241  -0.880
H  -9.147  7.949  2.158  0.382
H  -9.500  6.332  2.717  0.342
H  -6.757  7.185  1.671  0.218
H  -7.938  6.215  0.792  0.337
H  -7.180  5.588  2.261  0.290
H  -6.114  9.185  3.023  0.229
H  -7.211  10.444  3.619  0.305
H  -7.734  9.399  2.322  0.313
O  1.121  -3.768  4.885  -0.521
C  1.004  -4.030  3.716  0.404
O  0.515  -5.220  3.350  -0.375
C  0.160  -5.558  2.004  -0.554
C  1.357  -6.061  1.224  -0.630
C  1.487  -3.070  2.656  -0.373
H  -0.339  -4.721  1.511  0.328
H  -0.580  -6.353  2.086  0.351
H  2.127  -5.294  1.130  0.127
H  1.058  -6.372  0.222  0.316
H  1.811  -6.910  1.735  0.342
H  2.553  -3.228  2.493  0.171
H  1.327  -2.058  3.023  0.184
H  0.956  -3.146  1.710  0.258

Summary:
Charge   +1
LUMO level   -5.1961 eV
Frontier orbital gap   0.21633 Ha
Largest force on an atom   3.2 eV/Å
HOMO energy   -11.08 eV
Relative energy (zero: lowest compared OMol25 entry of this formula, charge and spin)   0.0 kJ/mol